Entry 1:
The molecule C25H30N4O5S, computed with ωB97M-V/def2-TZVPD.

The value obtained for the lowest unoccupied orbital energy is 0.21 eV. For the highest occupied orbital energy, the calculation gives -8.331 eV. The HOMO-LUMO gap comes out at 8.541 eV.

Geometry as ORCA input:
```
! wB97M-V def2-TZVPD RIJCOSX def2/J DEFGRID3
* xyz 0 1
C -6.87962 -3.48135 2.80376
H -5.93222 -3.99720 2.60413
O -7.04971 -2.38089 1.94926
C -7.08113 -2.73846 0.58379
C -7.26170 -1.46180 -0.23546
N -6.14760 -0.56628 -0.04658
C -5.23154 -0.34152 -1.01816
O -5.34133 -0.78141 -2.14575
C -4.07837 0.51793 -0.60289
C -2.85772 0.29391 -1.21045
C -1.75080 1.07504 -0.87025
C -1.89272 2.09673 0.08515
C -3.13662 2.32551 0.67740
C -4.21789 1.54588 0.33978
H -5.18186 1.74825 0.78194
H -3.21992 3.12623 1.39674
C -0.73846 2.90665 0.45158
O -0.73782 3.80280 1.26829
N 0.44030 2.57213 -0.23539
C 0.45386 1.56609 -1.15245
N -0.55266 0.84862 -1.48505
S 1.97840 1.27176 -1.98774
C 1.72684 -0.47125 -2.45665
H 0.65309 -0.60467 -2.58078
H 2.26754 -0.64099 -3.38507
C 2.25675 -1.30285 -1.29563
O 1.53942 -1.70959 -0.40851
N 3.59066 -1.48212 -1.33122
H 4.12456 -1.08681 -2.08943
C 4.33925 -2.13940 -0.27881
C 5.48800 -1.24618 0.18791
C 6.26403 -1.92811 1.31057
C 6.80069 -3.27862 0.84580
C 5.65802 -4.16989 0.36829
C 4.87971 -3.49008 -0.75436
H 4.04894 -4.12153 -1.07408
H 5.53718 -3.33215 -1.61343
H 6.05170 -5.12544 0.01692
H 4.98271 -4.37169 1.20216
H 7.33516 -3.76680 1.66267
H 7.50852 -3.12579 0.02777
H 7.08775 -1.28712 1.62996
H 5.60351 -2.07626 2.16711
H 5.09222 -0.28820 0.53021
H 6.15908 -1.05696 -0.65453
H 3.63016 -2.29826 0.53998
C 1.65647 3.25697 0.14720
C 2.50842 2.38958 1.02235
C 2.33430 1.12566 1.50217
C 3.47362 0.85167 2.30111
C 4.24885 1.96532 2.24324
O 3.67226 2.90388 1.46974
H 5.19334 2.20997 2.68653
H 3.67212 -0.05027 2.84193
H 1.51774 0.45820 1.31423
H 1.35275 4.15364 0.70053
H 2.21075 3.56352 -0.74706
H -2.75635 -0.48283 -1.95150
H -5.94084 -0.32841 0.91071
H -8.18276 -0.96256 0.07914
H -7.31130 -1.70090 -1.29954
H -6.14160 -3.23719 0.30091
H -7.91384 -3.43058 0.38846
H -7.70080 -4.20020 2.69381
H -6.87345 -3.08981 3.81884
*
```


Entry 2:
A cluster of 6 separate species, C25H30N5O11 in total at a distorted geometry, computed with ωB97M-V/def2-TZVPD.

The value obtained for the lowest unoccupied orbital energy is 1.05 eV. For the highest occupied orbital energy, the calculation gives -5.728 eV. The HOMO-LUMO gap comes out at 6.776 eV.

Geometry as ORCA input:
```
! wB97M-V def2-TZVPD RIJCOSX def2/J DEFGRID3
* xyz -1 1
C -39.39942 -46.31917 22.17778
O -38.38251 -46.70012 21.58022
O -39.05674 -45.50789 23.26613
O -40.52940 -46.68092 21.90162
H -38.18744 -45.53665 23.18607
C -38.08068 -44.06216 18.54061
C -37.26073 -43.03100 17.75309
C -36.21292 -43.63091 16.80133
C -36.22075 -45.12685 16.52080
C -36.97980 -46.03816 17.60702
C -37.84968 -45.40416 18.59249
N -35.28016 -45.63705 15.62980
O -35.15192 -46.87829 15.56924
O -34.62410 -44.79566 14.85666
H -38.85728 -43.41096 19.21044
H -37.31464 -41.89939 17.81077
H -35.74678 -43.00771 16.23038
H -36.82734 -47.14727 17.50952
H -38.49946 -46.04830 19.21502
C -36.47005 -41.72394 21.21030
C -35.09593 -41.10155 20.80748
C -33.95612 -41.96051 20.33931
C -34.18982 -43.52299 20.33251
C -35.60210 -44.06926 20.72444
C -36.64531 -43.10663 21.29400
N -33.04037 -44.41337 19.85449
O -33.25422 -45.65517 19.99240
O -32.10464 -43.91524 19.17657
H -37.31833 -41.14962 21.46419
H -34.91241 -40.03774 20.58433
H -33.12217 -41.47119 19.79436
H -35.92526 -44.89034 20.70880
H -37.55456 -43.40281 21.51688
C -41.82524 -46.04626 25.13082
C -41.37838 -44.66899 25.40893
C -41.92692 -43.99185 26.82413
C -42.82484 -44.80746 27.63533
C -43.34223 -46.28570 27.15894
C -42.64755 -46.83525 25.92141
N -43.51671 -44.29326 28.92023
O -42.89293 -43.32286 29.37572
O -44.61989 -44.77238 29.22594
H -41.26724 -46.19292 24.18623
H -40.68581 -43.92128 24.84211
H -41.66758 -43.04667 27.16335
H -44.30401 -46.81546 27.67492
H -43.18875 -47.71370 25.46064
C -40.92668 -42.86536 21.73315
O -39.95786 -42.64349 21.01288
N -41.46599 -41.80445 22.36383
C -42.71155 -41.96796 23.12413
C -40.88032 -40.43290 22.41745
H -41.21257 -43.69467 22.37259
H -42.66320 -41.98393 24.24319
H -43.33045 -42.87297 22.91174
H -43.26044 -41.19808 22.80166
H -41.52013 -39.84179 23.01925
H -40.83301 -39.93660 21.59803
H -39.80816 -40.31914 22.90625
C -42.26820 -46.83191 18.77486
O -41.95213 -46.70936 17.59300
N -43.56736 -47.12041 19.00330
C -44.03497 -47.17858 20.34295
C -44.48058 -47.14001 17.87366
H -41.53442 -46.52090 19.52947
H -43.16732 -46.86992 21.05818
H -44.24817 -48.17554 20.59648
H -44.86960 -46.43409 20.43731
H -44.74451 -46.39243 17.51074
H -45.36695 -47.43137 18.27939
H -44.02508 -47.72425 17.07785
*
```


Entry 3:
A structure of composition C25H30N7PtS, computed with ωB97M-V/def2-TZVPD.

The value obtained for the lowest unoccupied orbital energy (spin up / spin down) is -11.45 / -11.50 eV. For the highest occupied orbital energy (spin up / spin down), the calculation gives -16.709 / -16.716 eV. The HOMO-LUMO gap (spin up / spin down) comes out at 5.261 / 5.213 eV.

Geometry as ORCA input:
```
! wB97M-V def2-TZVPD RIJCOSX def2/J DEFGRID3
* xyz 3 1
Pt -1.20393 -0.07842 -0.46104
C 2.34492 4.83349 -4.23122
C 1.91977 3.55639 -3.60054
C 2.21940 2.32095 -4.20142
C 1.80432 1.15916 -3.62432
C 1.04778 1.15174 -2.41007
N 0.58358 0.00066 -1.91335
C 1.26644 -1.15361 -1.97037
C 2.69494 -1.14067 -1.93141
C 3.42159 -2.29393 -1.85464
C 2.77431 -3.53979 -1.80266
C 3.54604 -4.80145 -1.65727
C 1.36117 -3.57822 -1.84015
C 0.60836 -2.44071 -1.90545
N -0.79810 -2.58290 -2.01797
C -1.46430 -3.48583 -2.78641
C -2.80561 -3.32487 -2.57072
C -2.90315 -2.29139 -1.63398
N -1.69592 -1.84948 -1.29989
C 0.74669 2.42262 -1.78643
C 1.17475 3.56931 -2.40168
N 0.14289 2.56587 -0.49805
C 0.35501 3.61235 0.33462
C -0.58742 3.58922 1.33127
C -1.36773 2.47450 1.05484
N -0.94548 1.85166 -0.04931
H 3.24254 4.70247 -4.83251
H 2.49967 5.62042 -3.49519
H 1.55169 5.17575 -4.90786
H 2.75946 2.30090 -5.13931
H 1.96967 0.20925 -4.11624
H 3.19319 -0.17987 -1.91338
H 4.50215 -2.25316 -1.81032
H 4.59353 -4.67094 -1.91728
H 3.11363 -5.60163 -2.25894
H 3.49561 -5.13257 -0.61344
H 0.86380 -4.53984 -1.80623
H -0.92989 -4.15234 -3.44414
H -3.61328 -3.87125 -3.02672
H -3.78318 -1.85554 -1.18701
H 0.93235 4.53156 -1.97175
H 1.16191 4.30494 0.16152
H -0.69416 4.28967 2.14181
H -2.22833 2.09294 1.57878
C -4.49159 0.43047 3.23950
C -3.22773 -0.11084 3.88053
N -2.26049 -0.48149 2.82500
C -0.93789 -0.49202 2.85742
S -0.01576 -0.70372 1.38018
N -0.20429 -0.38457 3.95100
C -0.54936 -0.67440 5.36603
C -0.32798 0.53395 6.25369
H -5.20251 0.71575 4.01253
H -4.97462 -0.32471 2.61639
H -4.28735 1.31553 2.63452
H -3.45986 -0.98763 4.48419
H -2.76571 0.64127 4.51822
H -2.65833 -0.73146 1.93097
H 0.78140 -0.23612 3.78540
H 0.09174 -1.50235 5.66779
H -1.56940 -1.03306 5.41291
H 0.70286 0.88524 6.19393
H -0.52381 0.26425 7.29061
H -0.98998 1.35852 5.98501
*
```


Entry 4:
A cluster of 2 separate species, C25H30NO7 in total at a distorted geometry, computed with ωB97M-V/def2-TZVPD.

The value obtained for the lowest unoccupied orbital energy is 2.50 eV. For the highest occupied orbital energy, the calculation gives -3.323 eV. The HOMO-LUMO gap comes out at 5.819 eV.

Geometry as ORCA input:
```
! wB97M-V def2-TZVPD RIJCOSX def2/J DEFGRID3
* xyz -1 1
C -5.33821 -4.08596 -1.40218
C -4.27801 -3.02511 -1.49279
O -3.00424 -3.64112 -1.22082
C -1.95504 -2.82519 -1.52828
C -0.75132 -3.26360 -0.81399
C 0.40309 -3.54991 -1.60219
C 1.08316 -4.85910 -1.28072
O 0.83766 -2.79646 -2.49950
O -2.07421 -1.85055 -2.26578
H -6.31621 -3.61410 -1.50466
H -5.22649 -4.81060 -2.21342
H -5.28456 -4.61846 -0.44995
H -4.26176 -2.58438 -2.49711
H -4.42602 -2.24424 -0.73422
H -0.90935 -3.79902 0.12466
H 0.34782 -5.67264 -1.30430
H 1.86137 -5.04187 -2.02535
H 1.51923 -4.82187 -0.27487
C -3.56285 2.17899 2.05781
C -3.22643 1.12262 3.09726
C -4.03020 1.33469 4.38004
O -3.55043 -0.21111 2.62621
C -2.75113 -0.73054 1.65350
O -3.08867 -1.74540 1.07794
C -1.47445 -0.03078 1.39241
C -0.74139 -0.31739 0.28124
C 0.38740 0.47577 -0.15030
C 0.56822 1.85544 0.14234
C 1.76722 2.50236 -0.11159
C 2.85883 1.75953 -0.65761
N 4.08097 2.34267 -0.83411
C 4.23566 3.78294 -0.80116
C 3.38913 4.41055 0.28785
C 1.93323 3.95776 0.19279
C 5.14128 1.67320 -1.56778
C 5.13656 0.17977 -1.31445
C 3.76345 -0.40715 -1.62830
C 2.65641 0.40528 -1.04408
C 1.40694 -0.15471 -0.88587
C -0.91967 0.72777 2.55043
O 0.25599 0.92860 2.75658
O -1.83495 1.15978 3.47454
H -3.02839 2.01374 1.11437
H -4.64409 2.15320 1.86473
H -3.30706 3.17022 2.45779
H -3.78343 0.55599 5.10766
H -3.79277 2.31611 4.80236
H -5.09746 1.28039 4.14626
H -0.99782 -1.18600 -0.29936
H -0.25069 2.41747 0.59134
H 5.30311 3.98816 -0.64768
H 3.95528 4.21614 -1.77985
H 3.79354 4.13692 1.26737
H 3.45455 5.49642 0.19273
H 1.42709 4.54485 -0.58865
H 1.41860 4.17893 1.13327
H 5.02969 1.86448 -2.65119
H 6.08974 2.12749 -1.25248
H 5.89849 -0.29195 -1.93652
H 5.38120 -0.01813 -0.26567
H 3.62296 -0.47741 -2.71819
H 3.68529 -1.43261 -1.24541
H 1.21415 -1.15089 -1.28314
*
```


Computed values of energy relative to the best compared isomer or geometry (same formula, charge and spin) (unit: eV) for the preceding records, in sequence: 0.064 4.170 1.150 0.000.